Entry 1:
Entry from the Open Molecules 2025 dataset: a 5-piece molecular cluster, C44H87ClFI2N5O5S overall (wB97M-V/def2-TZVPD).

XYZ file:
```
146
Properties=species:S:1:pos:R:3:forces:R:3
O 1.87918 6.65719 -8.70927 0.1921 -1.3637 0.6595
H -4.71388 -3.38676 1.05030 -0.1124 -0.0104 0.0701
C -0.01684 2.22348 -9.94677 -0.9125 -0.4248 -0.6072
C 2.56145 4.34811 -6.48330 -0.9990 1.0625 -0.9695
H 2.46537 0.84055 1.19058 -0.0667 0.0676 -0.1592
H 5.91189 5.16086 -6.00909 -0.2879 -0.3082 -0.1241
H -0.48080 -0.50544 3.39163 0.0080 0.0235 -0.0315
C -4.23762 -3.74551 5.26703 0.1798 0.0579 0.1064
S 2.90824 5.49966 -9.17227 1.5391 1.3162 -2.9843
H 1.53466 5.70284 2.10145 0.0007 -0.0192 0.0019
H 3.04054 0.55822 -4.73531 -0.1476 0.1342 -0.1613
N 0.99804 -2.89131 3.77406 0.1940 -0.1302 -0.0674
C -6.39532 -3.65621 3.06530 -0.1088 -0.0158 0.1129
C -4.21308 -3.43439 2.02306 0.0107 -0.0191 -0.2472
C 4.25457 3.41456 -8.29183 1.0448 0.9246 0.3797
H 0.42834 -6.17587 4.67090 0.0041 0.0126 -0.0235
H 1.59234 -0.45091 -8.77550 0.1229 0.1729 0.0285
H 0.16465 -2.91928 6.65745 -0.0993 -0.0363 -0.0450
C 1.23033 6.26195 -5.13658 0.4588 0.2394 0.7567
C 1.36498 0.59453 -8.96705 -0.5371 -1.0284 -0.1340
H -0.89383 -1.97568 5.59785 0.0159 -0.0137 -0.0294
C 0.11114 -2.03851 6.01918 0.0823 0.0266 0.1400
C 2.16346 1.57262 -8.45262 0.9723 -0.1265 0.8459
H -2.78455 -6.47663 11.21454 -0.0147 -0.0190 -0.0057
H 6.15999 8.12673 -4.40597 -0.0150 0.2099 -0.2403
H -3.26047 -9.29016 8.67625 0.0153 -0.0758 -0.0061
C 2.83355 4.02412 -8.06669 0.2817 -1.5128 0.2946
H 0.54177 -0.87080 1.99085 0.0213 0.0018 0.0525
H 1.33807 -1.01763 4.59137 -0.0671 -0.0379 -0.0837
H -1.12055 -2.91374 3.56048 -0.0677 0.0018 -0.0476
H -6.26548 -4.68181 3.44380 -0.0668 -0.0397 -0.0052
H -5.04667 -4.47504 5.32971 -0.0103 0.0180 -0.0495
H 2.15704 -2.30364 5.39985 -0.0176 -0.1759 -0.0877
H 1.96614 4.08110 -1.32304 0.0749 -0.0111 0.0634
I -0.65503 3.69729 -6.22446 0.7278 0.2472 -0.1526
C -4.96964 -9.76156 9.88591 0.0364 -0.0038 0.0585
C 2.32120 1.74144 3.10781 0.0431 0.0505 0.0779
C 4.91275 6.57169 -4.80695 1.1384 0.3126 -1.1593
H 0.33731 -4.89517 5.86300 -0.0711 0.0425 -0.0082
H -4.92345 -7.20318 10.56629 0.0068 -0.0990 -0.0544
H -3.37127 -2.73988 1.93883 -0.0303 0.0376 0.1465
O 5.40375 2.05701 -9.71009 0.4630 -0.4307 0.1452
H -0.36374 0.08388 -10.09906 -0.0811 0.2655 -0.0826
H -4.61838 -5.84277 9.54954 0.0073 -0.0433 -0.1943
H -3.32142 -4.26573 4.98751 -0.0563 -0.0997 -0.0143
H 0.24713 -1.16994 6.66770 -0.0043 0.0058 -0.0273
H 5.29363 6.10503 -3.88682 -0.6270 -0.0673 0.0657
Cl -0.91924 5.71072 -2.69286 0.2056 0.3249 -0.0843
H -4.68772 -6.08926 7.22337 -0.0217 -0.0074 0.1596
H 4.70669 6.10858 -6.86005 -0.0505 -0.3954 -0.0241
C -3.66420 -4.85429 2.20442 0.1412 -0.0139 -0.0231
H 3.95223 7.07959 -4.68878 0.0140 -0.3490 0.3053
H -0.87628 2.48093 -10.55995 0.1564 0.2299 0.1267
H -4.44942 -5.57711 2.42972 -0.0100 0.0260 0.0193
C -4.34377 -9.09462 8.66969 0.0240 -0.0941 0.1339
H -2.30097 -8.01336 7.03584 -0.0404 -0.0078 0.0345
C -7.47052 -2.96242 3.88874 -0.0045 -0.0127 0.0685
H 5.05397 4.13250 -8.06517 -0.3375 0.0370 0.1353
N 5.86149 7.63128 -5.24281 -0.0895 -0.1101 0.6160
H 2.32970 2.71862 3.59347 -0.0203 -0.0155 0.0029
H 1.11911 1.23121 -0.64910 0.0730 -0.0095 0.1075
C -4.30165 -6.87363 9.72931 -0.0361 -0.0383 0.3285
C -0.33925 -1.18777 2.55177 -0.0355 0.0288 0.0448
H -0.14129 4.06496 1.07881 0.0486 -0.1223 -0.1504
H -4.54040 -9.39664 10.82027 -0.0278 -0.0039 -0.0004
O 2.58604 5.13314 -10.51150 -1.3069 -0.6507 0.1401
H 1.37817 7.34888 -5.04977 0.1071 -0.1851 -0.1634
C -2.81316 -7.06319 6.87859 0.1211 0.1510 -0.0579
H 2.25407 -4.43030 4.40757 -0.0205 0.1530 0.0616
H -2.91223 -4.90112 2.99247 -0.0463 -0.0360 0.0387
N -5.14132 -2.92627 3.01996 0.1791 0.1053 -0.1993
H 2.82496 4.57501 1.70514 -0.0125 -0.0297 -0.0120
H -7.21709 -2.92885 4.94950 -0.0112 0.0219 -0.0107
N 1.16553 2.44623 1.02411 -0.1670 -0.0433 -0.1611
C 1.08064 2.30147 -0.41872 -0.0602 -0.2175 -0.1800
H -2.40609 -7.87144 10.21196 -0.0282 -0.0055 -0.0220
O 4.40761 3.05330 -9.65299 -0.6104 0.0589 -0.0309
H -2.21550 -6.23059 9.57655 0.0512 -0.0937 -0.0474
H 3.57712 2.15951 -4.27941 -0.0501 -0.2122 -0.0543
C 3.86861 4.38170 -5.66897 1.4141 -0.3345 0.1868
H 0.54114 3.63335 2.60376 0.0813 -0.0791 -0.0061
O 4.21383 6.08987 -9.15075 0.1782 0.1447 1.6951
H -4.74333 -9.59146 7.78106 0.0513 0.1553 -0.0960
H 1.33060 -4.77207 2.98022 -0.0856 0.1067 -0.0423
H -4.07970 -3.34805 6.27294 -0.0140 -0.0003 -0.0073
C 1.47961 3.35647 -5.96127 -0.4513 -0.9147 0.6257
H 0.08971 2.62254 -0.75236 0.0075 0.1019 0.1128
H -8.41176 -3.50673 3.79782 0.0215 -0.0128 -0.0015
H -4.82992 -7.66610 6.51144 -0.0160 -0.0923 0.0911
H 6.16547 2.51541 -10.09860 -0.1997 0.1373 0.0133
C 1.81699 4.88916 1.42970 -0.0861 0.1235 0.0007
H -4.79295 -10.83760 9.84690 0.0152 0.0150 -0.0107
H 0.14352 6.17550 -5.18390 0.2158 -0.2861 -0.3309
H -2.73786 -6.82395 5.81489 -0.0004 -0.0110 0.0069
H -5.22814 -1.90143 4.81984 -0.0827 -0.0564 -0.0640
H -3.64634 -2.00855 4.13883 0.0127 -0.0825 -0.1797
H -2.27482 -6.28341 7.41704 0.0661 -0.0594 0.0262
H -7.63585 -1.94259 3.53800 0.0651 0.0036 0.0129
C 1.20013 -2.04577 4.93816 -0.0414 0.3156 0.0649
H 4.42949 2.56426 -7.63131 -0.3523 -0.0910 -0.2868
C -0.20902 -2.63309 3.00769 -0.0689 0.1369 0.0018
C -2.84070 -6.87089 10.19730 0.0244 0.1557 0.0569
C 0.76364 6.36171 -2.68416 0.5875 -0.9226 0.0845
C 0.79528 3.75050 1.54674 -0.0522 0.1212 0.2891
H 3.27454 2.39788 1.30079 0.0674 -0.0405 0.0264
C 1.06432 6.15932 -7.63629 -0.1323 -0.0177 0.0444
H 2.75975 6.56108 -6.57724 0.2680 -0.5458 0.2025
C 1.97454 5.81107 -6.42599 -1.0866 0.6823 0.0274
C 1.72563 2.18748 -5.34036 0.1142 -0.0328 -0.2791
H 2.66729 5.88458 -3.46134 -0.0689 0.0420 -0.3064
H 0.45576 5.34378 -8.02638 0.1001 0.0586 0.1923
N -4.64385 -7.67796 8.56880 -0.0769 0.1695 -0.1534
C 2.14031 3.00695 -1.27181 0.0076 0.0501 -0.1491
H -3.17713 -5.18026 1.28251 -0.0165 0.0211 -0.0048
C 3.09414 1.59012 -5.08417 0.2830 0.0869 0.6979
H -6.04806 -9.59799 9.91115 0.0202 0.0629 -0.0013
H -1.20779 -1.08250 1.89922 0.0001 -0.0024 0.0164
C 4.87905 5.52839 -5.94791 -0.4460 0.9692 0.8160
H 0.75554 7.44896 -2.76492 -0.2176 -0.1296 0.0252
F 0.21513 7.18037 -7.35095 0.1660 0.0658 -0.0109
I 0.21109 0.85859 -4.60548 0.6398 0.2328 -0.0602
C 0.24350 0.89868 -9.71874 0.2906 -0.5536 0.1568
H 3.19827 1.19707 3.46206 -0.0010 0.0024 -0.0270
H 1.45656 4.61515 -3.64623 0.1176 0.0962 -0.3547
H 1.43375 1.19777 3.43555 -0.0343 0.0528 -0.0393
C 2.36270 1.85335 1.59161 0.0561 0.0182 0.1384
H 3.69157 4.36651 -4.58822 -0.4560 0.1454 -0.2460
C 0.24938 -5.10569 4.79782 0.0209 -0.1663 0.0999
H 3.00812 1.22067 -7.87156 -0.0161 0.2003 -0.0854
C 1.63477 5.68890 -3.76895 -0.7964 0.3937 0.5482
C 1.25914 -4.30791 3.96962 0.0503 -0.1679 -0.1259
C 0.79743 3.19308 -9.41947 -0.3717 1.3900 -0.2302
H -0.18500 -3.26014 2.11145 0.0730 -0.1420 0.1099
C 1.89936 2.91911 -8.63929 -0.2479 0.6964 -0.3290
H 4.48124 3.48929 -5.79349 -0.4923 -0.0925 -0.2546
C -4.28816 -7.10584 7.28142 -0.1664 -0.0239 -0.2789
H 1.16867 6.04267 -1.72090 -0.1626 0.4096 -0.0004
C -4.55549 -2.59376 4.30593 -0.1144 0.1327 0.3088
H 3.78240 1.61725 -5.92864 -0.3064 0.0040 -0.0831
H 3.15406 2.83578 -0.90544 -0.0217 0.0014 0.0408
H 6.71062 7.20919 -5.60972 -0.1075 -0.0439 -0.0353
H 0.53012 4.21223 -9.68351 0.1627 -0.1218 0.1055
H 2.09704 2.62893 -2.29709 -0.0500 -0.0348 0.0031
H -6.77300 -3.74826 2.04306 0.1812 -0.0204 -0.0532
H -0.77889 -4.91048 4.48830 0.0038 0.0157 0.0130
H 1.84714 5.30753 0.42421 0.1019 -0.0404 -0.0139
```
Forces are in eV/Å.

The HOMO energy is -8.1 eV. The frontier orbital gap comes out at 0.2844 Ha. For the molecular weight, the calculation gives 1106.536 g mol⁻¹.

***

Entry 2:
Entry from the Open Molecules 2025 dataset: a 9-piece molecular cluster, C25H45NO18S3 overall (wB97M-V/def2-TZVPD).

XYZ file:
```
92
Properties=species:S:1:pos:R:3:forces:R:3
C 1.32299 -7.46479 -0.21427 0.6989 -1.7485 0.2718
H 0.72531 -3.74275 7.26778 -0.7463 -0.0093 -0.0161
H -0.57442 -0.99489 -1.60571 -0.2040 -0.1542 0.1163
H -0.82117 -0.20637 6.27746 0.4630 -0.2375 0.1129
O 6.81769 0.71350 -1.46084 -2.5731 -0.7856 -0.9499
H -7.05067 5.61769 6.60256 0.0112 0.4421 -0.3096
S -0.87136 -1.92008 8.03179 1.0367 1.8627 0.8374
H -4.07375 6.39275 6.28336 -0.0669 0.0212 0.0241
O 5.37238 4.48198 6.93892 1.0791 -1.6864 0.3124
H 0.13529 -0.00599 0.80319 -0.1036 -0.8062 -0.0620
O 1.66193 -6.09113 0.03708 -3.3357 -0.5839 -1.1792
O 3.11487 -4.97856 1.30228 -0.3380 -2.3448 -1.5480
C -2.20235 -0.52745 -0.29836 -5.3629 -1.7151 3.2046
O 8.92820 0.39556 -1.39841 2.4393 -1.3323 0.6288
H 6.41873 0.28424 0.54822 -0.0688 -0.3382 -0.4913
H 3.03238 -8.82019 -0.38519 -0.0521 -0.2196 -0.0575
H -6.72907 -7.44496 -2.57074 0.3203 -0.3208 -0.0147
H 8.66889 -0.72886 0.41646 0.2036 -0.2416 -0.6437
H 3.00525 6.34154 6.22003 -0.7363 -0.1899 -0.0165
C 4.58429 3.69623 6.24838 0.5508 -2.0350 -3.6097
H -0.24844 2.48974 -0.69012 0.2329 0.4426 0.1579
H 4.21336 2.23122 -8.84157 0.5342 0.1737 -0.3604
H -6.87790 -4.39299 -2.77270 -0.5682 -0.3693 0.6462
C -0.14146 1.88601 0.21108 1.1930 0.7728 -0.4390
H -2.04273 0.20459 7.37677 -0.4887 -0.8108 0.5034
C -5.38010 1.51621 -6.44600 -1.0917 -1.9621 1.7169
C -1.59345 -0.66417 6.89560 1.1199 -0.9621 -1.2448
C 0.11549 0.46518 -0.17951 -0.4456 -0.9615 1.8373
O -5.06865 4.86740 3.63799 0.0015 1.0111 1.2587
H -7.82020 -5.79586 -3.54978 -0.2282 0.6291 0.1355
C 0.50413 -2.69434 7.06774 0.9810 1.0042 -0.2126
H 5.38226 6.43585 6.65416 -0.7469 0.2296 -0.7292
H 7.15006 1.81898 0.15813 -0.2390 0.1612 0.0867
H 0.43161 -7.86768 0.26658 -0.4864 1.0738 -0.2008
S 2.83592 0.36439 -9.05018 1.5896 0.0830 1.4928
H -7.12161 4.19561 5.59417 -0.0766 0.3048 -0.6047
C 7.87894 0.48507 -2.18456 1.2547 1.9295 -4.6342
H 1.72487 0.07976 -6.93880 0.0515 0.4176 0.3153
H -2.17592 -1.27021 6.20165 -0.7149 0.5025 0.0634
H 3.51746 0.17611 -6.67292 -0.1293 -0.3937 -0.1803
C -6.07945 -6.57277 -2.49729 -3.5876 1.1657 2.7748
O 3.32078 4.33594 6.16964 0.5843 -4.3437 -2.1963
O 5.01676 2.71714 5.60651 -2.6829 3.1077 2.5848
O 3.02401 -1.07687 -9.34982 -0.1556 0.2617 0.1901
H 1.11524 0.23226 -0.54603 -0.0760 0.6220 -0.4792
C 4.50898 1.19759 -9.02134 -0.5950 -0.5245 -0.5449
H -5.90979 -6.34734 -1.44444 -0.0672 -0.1093 0.0505
O -0.11396 -1.02302 8.99943 -0.6593 -1.1123 -0.3231
N -3.23646 -0.82204 0.29044 6.5051 1.8536 -3.6882
H 2.71179 1.67060 -7.00344 -0.6570 -0.0075 0.0320
H 5.28470 0.86837 -8.32998 -0.6523 -0.2758 0.6365
C 3.27016 5.49912 6.85898 1.4511 1.7556 0.0853
C -5.08265 2.90669 -6.83471 -0.6290 1.1718 2.1855
H -0.95849 2.13529 0.88817 -0.1988 -0.6560 -0.1251
H 0.64963 -2.43550 6.01896 -0.9362 -0.3183 -0.2830
C 2.73274 -5.98836 0.72618 2.6322 0.8027 2.8288
C 7.13036 0.76587 -0.12237 0.7177 1.0495 2.4670
H -6.34964 1.38770 -5.96478 -0.2887 0.0624 -0.3706
H 0.78704 2.07567 0.74962 -0.0668 1.1138 -0.0218
H 1.36007 -2.14992 7.46657 -0.0521 0.0920 0.5504
O -5.34226 0.77121 -7.66135 -0.3120 -0.5695 0.7869
H -3.71671 7.24508 4.78990 -0.0178 -0.5677 -0.4335
H 2.60774 5.37619 7.71583 0.2321 0.3703 0.1759
C -0.94383 -0.14035 -1.03882 -1.6359 -0.6203 -0.2369
O -4.86522 2.82794 -8.15989 1.1435 0.9032 -3.3659
H 2.49535 -8.97793 1.26041 -1.1383 0.2122 0.0988
C -4.97082 -6.00621 -4.24735 4.3570 -0.5038 -3.8035
H -4.86474 7.92289 5.78333 -0.9334 -0.3648 0.1561
H -4.70909 1.10034 -5.69441 0.4902 -0.1218 -0.4485
C -6.86334 -5.38093 -3.23297 0.0772 -1.6534 2.1869
O -4.86966 1.27014 -9.81817 -0.7238 1.0678 3.1597
H 4.96907 0.97156 -9.98328 -0.3697 0.6274 -0.3368
H 1.31215 -7.58727 -1.29731 -0.2654 -0.0928 0.2060
C 2.65210 0.59740 -7.18454 0.3985 -0.3679 -1.2382
H 9.18058 0.95558 0.57241 0.1143 -0.1161 -0.2051
O -6.04207 -5.24424 -4.29144 1.2079 0.9079 -3.5006
O -4.90013 -6.71460 -3.12632 1.2581 -0.2569 -0.8255
O 7.97724 0.60783 -3.41910 -0.7510 -0.9877 3.6345
O 3.33679 -7.23021 0.76992 2.1806 2.2054 1.5082
C 4.76486 5.68096 7.14105 0.1268 2.7400 3.1549
C -6.45192 4.97550 5.95665 -0.2477 -0.4311 0.5776
O -4.09070 -6.07687 -5.11771 -2.7601 0.5167 2.3704
C 8.58383 0.26485 -0.02331 -1.1208 0.6611 0.1156
C -5.04335 1.60103 -8.64301 1.2384 -1.2267 -3.9239
H 4.87325 5.93420 8.19567 0.1452 0.0416 0.2214
C -4.52423 6.94063 5.45573 0.8804 -0.3743 -0.0423
H -5.93779 3.57276 -6.71978 0.1174 0.1580 0.5957
C 2.52231 -8.28748 0.41740 0.0984 0.7155 -1.9369
H -5.82055 4.41354 6.64488 0.8633 0.3112 -0.3251
S -5.72878 5.88077 4.54079 -0.4105 -0.3493 -0.3010
H -4.21622 3.24099 -6.26407 0.0492 0.5202 -0.3341
H -1.30474 0.58990 -1.76310 0.1639 0.0813 -0.2624
```
Forces are in eV/Å.

The HOMO energy is -8.9 eV. The frontier orbital gap comes out at 0.3300 Ha. The value obtained for the energy above the lowest of the compared OMol25 structures with the same formula, charge and spin is 38.57 kcal per mole. For the molecular weight, the calculation gives 743.825 g mol⁻¹.